[1]
ORCA calculation (ωB97M-V/def2-TZVPD) on C23H25N5O5S as an isolated structure.

Geometry as XYZ:
```
59
Properties=species:S:1:pos:R:3:forces:R:3:mulliken_charge:R:1
N 1.854 6.593 2.167 0.1 0.2 0.1 -0.340
C 1.308 5.814 1.214 0.2 0.4 0.3 0.351
O 1.036 6.214 0.093 -0.1 0.0 -0.2 -0.721
C 1.060 4.424 1.644 -0.1 -0.7 0.2 0.127
N 1.350 4.022 2.864 0.0 0.4 -0.1 -0.629
S 0.969 2.475 3.102 0.0 0.2 -0.4 0.023
C 0.352 2.220 1.495 0.3 0.7 0.4 -0.031
C 0.489 3.427 0.791 0.0 -0.5 0.4 -0.302
N 0.163 3.649 -0.483 -0.2 0.1 -0.5 -0.276
H -0.282 2.898 -0.990 0.1 0.1 0.0 0.223
H 0.253 4.594 -0.828 0.0 -0.1 0.0 0.181
C -0.203 1.030 0.881 0.0 0.0 -0.1 1.318
O -0.422 1.037 -0.336 0.1 0.1 0.0 -0.544
N -0.493 -0.080 1.607 -0.1 -0.3 0.0 0.435
C -1.106 -1.204 0.904 -0.2 0.2 -0.3 -0.019
C -0.092 -2.152 0.322 0.0 -0.2 0.1 0.205
C -0.109 -3.492 0.689 0.0 0.2 -0.1 -0.950
C 0.814 -4.383 0.174 0.2 -0.1 -0.1 -0.795
C 1.782 -3.947 -0.723 -0.3 0.1 0.2 0.663
C 1.807 -2.607 -1.099 0.1 -0.2 0.0 -0.989
C 0.882 -1.724 -0.581 0.0 -0.1 0.0 0.118
H 0.910 -0.688 -0.880 0.0 0.1 0.0 0.535
H 2.562 -2.278 -1.795 0.1 0.1 -0.1 0.510
O 2.710 -4.784 -1.254 0.1 -0.1 -0.1 -0.550
H 2.586 -5.677 -0.911 0.0 0.1 0.0 0.285
H 0.787 -5.423 0.473 0.0 -0.1 0.0 0.352
H -0.853 -3.848 1.386 -0.1 0.0 0.1 0.424
H -1.708 -1.747 1.643 0.1 0.1 -0.1 0.709
C -2.160 -0.638 -0.091 0.0 -0.6 0.3 -0.117
O -3.056 0.060 0.330 -0.2 0.3 0.1 -0.750
N -2.084 -1.115 -1.344 0.0 -0.3 -0.3 0.025
H -1.224 -1.560 -1.629 -0.1 0.0 0.2 0.093
C -2.912 -0.598 -2.415 -0.3 0.0 0.2 -0.339
C -3.144 -1.694 -3.459 0.1 0.0 0.0 -0.961
H -3.186 -2.682 -3.002 -0.1 0.0 0.0 0.335
H -4.085 -1.511 -3.979 -0.1 0.0 0.0 0.400
C -1.977 -1.528 -4.428 -0.2 0.1 -0.1 -0.534
H -2.151 -2.023 -5.382 0.1 -0.1 0.0 0.398
H -1.064 -1.938 -3.992 0.1 -0.1 0.0 0.191
C -1.862 -0.011 -4.568 0.1 0.0 0.0 -0.635
H -2.595 0.342 -5.296 0.0 0.0 -0.1 0.261
H -0.875 0.299 -4.908 0.0 0.1 -0.1 0.372
C -2.196 0.541 -3.175 0.0 0.1 0.0 -0.469
H -1.296 0.815 -2.626 0.0 0.1 0.0 -0.004
H -2.827 1.425 -3.238 0.0 0.1 0.0 0.362
H -3.835 -0.257 -1.943 0.1 -0.1 -0.1 0.616
C -0.229 -0.236 3.014 0.2 0.1 0.5 -1.322
C 1.226 -0.443 3.313 0.3 -0.3 -0.8 -0.225
C 2.289 -0.756 2.519 -0.6 0.1 0.2 0.643
C 3.414 -0.824 3.378 -0.1 0.1 0.5 -1.063
C 2.950 -0.550 4.625 0.8 -0.2 -0.4 -0.441
O 1.625 -0.319 4.597 -0.5 0.1 0.2 -0.392
H 3.436 -0.491 5.578 0.0 0.0 0.2 0.502
H 4.423 -1.046 3.096 0.2 0.0 0.0 0.449
H 2.277 -0.920 1.461 -0.1 0.0 -0.2 0.649
H -0.593 0.634 3.574 -0.1 -0.2 0.0 0.731
H -0.795 -1.101 3.376 0.0 0.2 -0.1 0.425
H 2.051 7.559 1.971 0.0 -0.1 0.0 0.241
H 2.046 6.202 3.074 0.0 0.0 0.0 0.247
```
Positions in Å, forces in eV/Å.

calculated total energy = -1939.6871 Ha
HOMO level = -0.2971 hartree
HOMO-LUMO gap = 8.106 eV
LUMO level = 0.0 eV



[2]
ORCA calculation (ωB97M-V/def2-TZVPD) on an isolated ion of composition C23H25O3S and charge +1 at a distorted geometry.

Geometry as XYZ:
```
52
Properties=species:S:1:pos:R:3:forces:R:3:mulliken_charge:R:1
C 5.019 4.139 0.213 0.0 -0.2 -0.3 -0.822
O 5.216 2.794 -0.253 -0.5 0.0 0.1 -0.441
C 4.144 1.960 -0.296 -0.3 -0.2 0.5 0.766
C 4.428 0.585 -0.407 -0.4 0.7 0.0 -1.240
C 3.400 -0.335 -0.324 -0.1 0.0 -0.1 -0.175
C 2.051 0.019 -0.169 0.1 0.6 0.0 0.176
C 0.949 -1.060 -0.146 0.2 0.6 -1.3 0.854
C -0.462 -0.626 0.297 -0.5 -0.3 0.9 -0.522
C -1.555 -1.400 -0.123 -0.2 0.2 -0.2 -0.594
C -2.874 -1.038 0.148 0.2 0.2 0.1 -0.690
C -3.141 0.108 0.903 -0.3 0.1 -0.4 0.093
O -4.471 0.430 1.181 0.6 -0.1 0.2 -0.491
C -5.151 1.363 0.389 0.1 0.2 -0.4 0.523
C -6.268 0.901 -0.308 0.3 0.0 0.0 -0.340
C -6.917 1.750 -1.203 0.1 0.2 0.2 -0.385
C -6.489 3.078 -1.338 0.0 -0.2 0.0 -0.500
C -5.426 3.553 -0.564 0.1 -0.1 0.0 -0.487
C -4.737 2.695 0.302 -0.4 -0.3 -0.1 -0.317
C -2.076 0.835 1.424 0.2 -0.2 0.0 -0.338
C -0.753 0.418 1.188 -0.1 0.2 -0.2 -0.277
C 1.781 1.395 -0.153 -0.1 0.1 0.0 -0.524
C 2.796 2.360 -0.170 0.7 -0.2 -0.2 -0.816
H 6.029 4.549 0.265 -0.3 0.1 0.0 0.249
H 4.408 4.714 -0.497 0.2 -0.1 0.2 0.317
H 4.549 4.161 1.207 0.1 -0.1 -0.3 0.358
H 5.454 0.268 -0.554 -0.1 0.0 0.1 0.456
H 3.715 -1.364 -0.367 -0.1 0.3 -0.1 -0.019
H 0.818 -1.379 -1.199 -0.1 0.1 0.3 0.412
H -1.376 -2.324 -0.673 -0.1 0.3 -0.2 0.378
H -3.709 -1.613 -0.237 0.1 -0.1 0.1 0.413
H -6.587 -0.130 -0.151 0.1 0.3 -0.1 0.415
H -7.752 1.362 -1.796 0.3 0.3 0.3 0.352
H -6.991 3.733 -2.051 0.2 -0.1 0.3 0.370
H -5.112 4.599 -0.639 -0.2 -0.4 0.0 0.353
H -3.909 3.046 0.916 -0.2 0.0 -0.2 0.261
H -2.287 1.732 2.004 0.2 -0.4 0.1 0.485
H 0.051 0.929 1.712 -0.2 0.1 -0.3 0.739
H 0.753 1.757 -0.117 0.4 -0.1 0.0 0.674
H 2.554 3.425 -0.113 0.0 -0.5 0.0 0.343
C 2.447 -4.968 1.159 -0.6 0.0 0.2 -1.172
S 2.653 -3.524 0.145 2.8 0.6 0.7 1.313
C 2.546 -4.130 -1.541 -0.6 0.1 -0.3 -1.090
C 1.307 -2.296 0.648 0.0 -1.1 1.0 -1.059
O 4.038 -3.065 0.404 -1.8 -0.8 -0.2 -0.647
H 1.570 -5.534 0.819 0.2 0.1 0.3 0.447
H 3.375 -5.552 1.076 -0.3 0.3 -0.2 0.433
H 2.345 -4.608 2.193 -0.1 -0.2 -0.3 0.412
H 1.834 -4.965 -1.580 0.1 0.3 0.0 0.427
H 2.225 -3.307 -2.190 0.0 -0.2 0.2 0.351
H 3.539 -4.471 -1.875 -0.2 0.2 0.6 0.404
H 0.432 -2.959 0.769 0.3 0.1 -0.2 0.660
H 1.613 -2.012 1.673 0.3 -0.3 -0.4 0.510
```
Positions in Å, forces in eV/Å.

calculated total energy = -1514.9932 Ha
net charge = +1
HOMO level = -0.3986 hartree
HOMO-LUMO gap = 7.919 eV
LUMO level = -2.9 eV



[3]
ORCA calculation (ωB97M-V/def2-TZVPD) on C23H26As2N2O2Rh as an isolated structure.

Geometry as XYZ:
```
56
Properties=species:S:1:pos:R:3:forces:R:3:mulliken_charge:R:1
Rh 0.021 0.689 0.219 -0.1 -0.9 -0.3 0.139
C -2.563 -1.405 1.628 0.0 0.0 -0.1 -1.135
As -2.117 0.461 1.391 0.0 0.3 0.3 0.956
C -1.830 1.196 3.162 -0.1 0.0 0.0 -1.031
C -3.551 1.357 0.477 0.1 -0.1 0.1 0.266
C -4.798 1.567 1.053 0.0 0.0 0.1 -0.706
C -5.789 2.186 0.301 0.0 0.0 0.0 -0.766
C -5.536 2.593 -1.003 0.0 0.0 0.0 -0.767
C -4.288 2.389 -1.578 0.0 0.0 -0.1 -0.704
C -3.298 1.766 -0.829 0.1 0.0 0.0 0.266
As -1.550 1.375 -1.529 0.1 0.4 -0.1 0.959
C -1.687 0.008 -2.889 -0.1 -0.1 0.1 -1.135
C -0.757 2.927 -2.375 -0.1 0.0 0.0 -1.032
H -3.385 -1.432 2.347 0.0 0.0 0.0 0.457
H -1.716 -1.955 2.032 0.0 0.0 0.0 0.453
H -2.894 -1.830 0.683 0.0 0.0 0.0 0.393
H -2.661 1.868 3.378 0.0 0.0 0.0 0.412
H -0.898 1.755 3.205 0.0 0.0 0.0 0.290
H -1.810 0.379 3.881 0.0 0.0 0.0 0.451
H -5.011 1.261 2.070 0.0 0.0 0.0 0.495
H -6.765 2.352 0.737 0.0 0.0 0.0 0.450
H -6.316 3.076 -1.576 0.0 0.0 0.0 0.450
H -4.107 2.720 -2.594 0.0 0.0 0.0 0.493
H -2.206 0.470 -3.732 0.0 0.0 0.0 0.457
H -2.274 -0.829 -2.517 0.0 0.0 0.0 0.394
H -0.700 -0.316 -3.211 0.0 0.0 0.0 0.453
H -1.530 3.692 -2.452 0.0 0.0 0.0 0.413
H -0.405 2.645 -3.366 0.0 0.0 0.0 0.449
H 0.069 3.314 -1.781 0.0 0.0 0.0 0.291
O -1.119 7.866 2.253 0.0 0.1 0.0 -0.451
C 0.122 7.384 2.337 0.1 -0.1 0.0 0.561
O 1.032 8.050 2.720 0.0 0.0 0.0 -0.474
C 0.374 5.937 1.931 0.0 0.0 0.0 0.689
C -0.586 5.048 1.469 0.0 0.0 0.0 -1.030
C -0.233 3.749 1.130 0.0 0.0 0.0 0.161
C 1.088 3.328 1.251 0.0 0.0 0.0 1.207
C 2.060 4.217 1.714 -0.1 0.0 0.0 -1.213
C 1.696 5.505 2.048 0.0 0.0 0.0 -1.287
N 1.421 1.974 0.892 0.0 0.2 0.0 0.104
C 2.620 1.500 0.976 -0.2 -0.1 -0.1 0.305
C 2.822 0.114 0.583 0.0 0.0 0.0 0.136
C 4.017 -0.569 0.601 -0.1 0.1 0.0 -0.757
C 4.023 -1.906 0.185 0.0 0.0 0.0 -0.294
C 2.843 -2.496 -0.228 0.0 0.0 0.0 -0.942
C 1.671 -1.744 -0.221 0.0 0.0 0.0 0.115
N 1.666 -0.477 0.174 0.4 0.2 0.1 -0.228
H -1.766 7.232 1.932 0.0 0.0 0.0 0.291
H -1.624 5.336 1.362 0.0 0.0 0.0 0.213
H -1.011 3.084 0.774 0.0 0.0 0.0 0.396
H 3.098 3.941 1.826 0.0 0.0 0.0 0.377
H 2.430 6.214 2.410 0.0 0.0 0.0 0.519
H 3.449 2.103 1.326 0.0 0.0 0.0 0.494
H 4.925 -0.081 0.930 0.0 0.0 0.0 0.519
H 4.946 -2.470 0.188 0.0 0.0 0.0 0.497
H 2.812 -3.526 -0.556 0.0 0.0 0.0 0.442
H 0.723 -2.165 -0.536 0.0 0.0 0.0 0.539
```
Positions in Å, forces in eV/Å.

calculated total energy = -5733.0980 Ha
net charge = +3
HOMO level = -0.6338 hartree
HOMO-LUMO gap = 5.652 eV
LUMO level = -11.6 eV